1.
{
  "formula": "C37H36N4O3P2Re",
  "method": "ωB97M-V with the def2-TZVPD basis set",
  "symbols": ["Re", "C", "P", "C", "N", "N", "C", "C", "H", "C", "H", "C", "H", "H", "H", "H", "C", "C", "C", "H", "C", "H", "N", "C", "H", "H", "C", "C", "C", "C", "N", "C", "H", "C", "C", "O", "H", "C", "H", "C", "C", "H", "C", "P", "O", "H", "H", "H", "H", "H", "H", "H", "C", "H", "H", "H", "C", "C", "H", "C", "H", "C", "H", "C", "C", "O", "H", "H", "C", "C", "H", "H", "C", "H", "C", "C", "C", "H", "H", "C", "H", "C", "H"],
  "coordinates": [[0.426, -0.288, -0.519], [-1.466, -2.793, 3.096], [-1.261, -1.875, 0.539], [1.412, 2.425, -0.384], [1.307, -2.101, -1.234], [4.464, 4.095, 0.171], [-4.688, 2.837, -2.428], [3.410, -1.143, -0.401], [-4.280, -0.097, -0.804], [-4.970, 1.567, -1.946], [-1.196, -4.748, 0.807], [-0.028, 3.266, 3.637], [3.248, 6.410, 1.365], [-1.638, 3.328, -1.053], [4.184, -0.783, -1.079], [-1.228, 4.879, 2.881], [-4.044, 0.899, -1.158], [-3.478, 3.458, -2.118], [-2.880, -2.819, -1.467], [0.699, -4.835, -3.091], [0.514, 1.936, -2.474], [-0.006, 0.096, 2.448], [0.546, 1.733, -1.128], [2.407, 3.395, -2.310], [3.033, 0.830, 0.090], [1.313, 3.004, -4.135], [4.094, 5.492, -0.143], [-1.123, 1.753, 1.593], [1.273, -4.134, -2.500], [1.276, -3.223, 3.411], [-2.400, -0.680, 0.850], [3.318, -3.356, -1.531], [4.383, -3.449, -1.358], [0.648, -3.030, -1.974], [2.454, 3.141, -0.948], [2.986, 5.888, 0.597], [-4.143, -3.586, -3.015], [-2.837, 1.525, -0.833], [2.335, -3.401, 3.541], [1.378, 2.828, -3.069], [3.675, 3.071, -0.047], [3.833, 5.552, -1.197], [0.327, 1.925, 3.513], [-1.723, 0.720, 0.276], [2.496, -0.051, -0.136], [1.487, -2.515, 1.403], [5.268, 3.925, 0.766], [-2.322, -6.528, -0.480], [1.004, 1.477, 4.229], [3.146, -5.195, -2.632], [4.981, 6.099, 0.022], [1.378, 2.256, 0.686], [-0.222, 1.161, 2.499], [-0.408, -2.870, -2.136], [-5.411, 3.354, -3.045], [-2.535, -2.647, 2.983], [2.649, -2.248, -1.059], [-1.480, 3.097, 1.721], [-3.776, -5.945, -2.389], [0.796, -2.716, 2.214], [-1.659, -3.538, 5.091], [2.628, -4.323, -2.252], [-5.914, 1.092, -2.177], [-2.055, -3.156, -0.382], [0.392, -3.513, 4.443], [3.858, 1.917, 0.410], [0.384, 3.855, 4.447], [-3.268, 4.453, -2.486], [-0.576, -2.499, 2.057], [-0.974, -3.302, 4.287], [3.872, -1.443, 0.541], [-2.204, 3.545, 1.056], [-1.829, -4.493, -0.034], [-3.055, -1.783, -1.733], [-2.461, -5.492, -0.759], [-2.552, 2.813, -1.321], [-0.931, 3.846, 2.754], [0.769, -3.913, 5.375], [-3.222, -0.772, 1.440], [-3.492, -3.827, -2.185], [-0.220, 1.381, -3.046], [-3.284, -5.161, -1.829], [3.190, 3.954, -2.809]],
  "multiplicity": 4,
  "homo_energy_ha": [-0.7141, -0.7134],
  "lumo_energy_ev": [-12.463, -13.230],
  "total_charge": 4,
  "s_squared": 3.78
}

=====

2.
{
  "formula": "C6H6",
  "method": "ωB97M-V with the def2-TZVPD basis set",
  "symbols": ["C", "C", "H", "C", "C", "C", "H", "H", "H", "C", "H", "H"],
  "coordinates": [[1.127, 1.201, 0.043], [-0.670, 0.075, -0.070], [0.237, -1.758, 1.601], [-2.705, 0.828, -1.506], [1.088, -1.387, 1.040], [0.522, -0.197, 0.414], [1.898, -1.110, 1.579], [1.389, -2.235, 0.356], [1.309, 1.468, -0.903], [-1.862, 0.283, -0.903], [1.131, 2.362, 0.508], [-3.463, 0.472, -2.159]],
  "multiplicity": 1,
  "homo_energy_ha": [-0.2961, -0.3012],
  "lumo_energy_ev": [-0.202, -0.250]
}

=====

3.
{
  "formula": "C4H10N2OS",
  "method": "ωB97M-V with the def2-TZVPD basis set",
  "symbols": ["H", "H", "H", "N", "C", "H", "H", "C", "H", "N", "C", "H", "O", "H", "S", "H", "H", "C"],
  "coordinates": [[3.167, -0.068, 0.833], [2.302, -1.203, 1.825], [1.852, -1.514, -0.568], [-0.002, -1.156, 0.288], [-1.194, 0.805, -0.828], [-2.614, 0.052, -2.092], [-1.281, 1.577, -0.058], [1.305, -0.674, -0.079], [0.802, 1.646, 1.244], [-2.366, 0.938, -1.662], [2.164, -0.372, 1.139], [-0.075, -1.768, 1.081], [-2.242, -1.011, 0.271], [-3.199, 1.241, -1.176], [1.531, 1.023, 2.176], [-0.301, 1.026, -1.405], [1.330, -0.014, -0.936], [-1.177, -0.528, -0.054]],
  "multiplicity": 1,
  "homo_energy_ha": -0.3443,
  "smiles": "NCC(=O)NCCS",
  "lumo_energy_ev": 0.725
}

=====

What did we get for strongest force on any atom? Answer: 0.02310, 0.18718, 0.05493 hartree/bohr, in the order shown.
What did we get for energy above the lowest of the compared OMol25 structures with the same formula, charge and spin? Answer: 19.3, 184.2, 23.3 kcal per mole, in the order shown.